The following is a DFT calculation (wB97M-V/def2-TZVPD) of 2 unconnected molecules or ions with the total composition O2 at a distorted geometry.

Each line ends with the Löwdin charge.
Element x y z (Å)
O (0.00, 0.00, 1.07)  -0.50
O (0.00, 0.00, -1.07)  -0.50

## Properties
- energy (Eh) = -150.21168
- HOMO level (spin up / spin down) (eV) = -4.245 / -2.789
- relative energy (zero: lowest compared OMol25 entry of this formula, charge and spin) (kJ/mol) = 366.38
- charge = -1
- spin multiplicity = 2

---

The following is a DFT calculation (wB97M-V/def2-TZVPD) of C4H6O2 in the gas phase at a distorted geometry.

Each line ends with the Löwdin charge.
Element x y z (Å)
C (-0.71, 1.27, 0.89)  -0.04
C (-0.13, 0.05, 0.34)  -0.34
C (1.28, -0.51, -1.09)  0.03
O (1.28, 0.04, 0.10)  0.00
C (-0.67, -1.17, 0.09)  -0.23
O (-0.01, -2.00, -0.66)  -0.05
H (-1.75, 1.06, 1.17)  0.09
H (-0.15, 1.60, 1.76)  0.08
H (-0.73, 2.09, 0.15)  0.09
H (2.12, -1.13, -1.37)  0.12
H (0.81, 0.12, -1.86)  0.14
H (-1.62, -1.43, 0.57)  0.14

## Properties
- energy (Eh) = -306.37773
- HOMO level (eV) = -7.891
- relative energy (zero: lowest compared OMol25 entry of this formula, charge and spin) (kJ/mol) = 337.56

---

The following is a DFT calculation (wB97M-V/def2-TZVPD) of 10 unconnected molecules or ions with the total composition C59H134F9N7O10 at a distorted geometry.

Each line ends with the Löwdin charge.
Element x y z (Å)
C (4.51, -8.23, 1.03)  -0.08
C (5.21, -6.87, 0.93)  -0.25
C (5.65, -6.33, 2.30)  -0.19
C (4.58, -6.15, 3.38)  -0.11
N (5.12, -6.21, 4.76)  -0.28
C (5.75, -7.54, 5.14)  -0.10
C (5.82, -7.46, 6.66)  -0.15
C (4.67, -6.57, 7.01)  -0.16
C (4.02, -6.06, 5.73)  -0.09
C (6.25, -5.17, 4.93)  0.06
H (4.31, -8.64, 0.05)  0.08
H (3.56, -8.17, 1.60)  0.08
H (5.11, -8.89, 1.63)  0.07
H (4.66, -6.09, 0.34)  0.12
H (6.09, -7.02, 0.41)  0.08
H (6.26, -5.41, 2.07)  0.12
H (6.35, -7.10, 2.56)  0.10
H (3.95, -7.05, 3.41)  0.12
H (4.07, -5.18, 3.19)  0.14
H (6.73, -7.76, 4.63)  0.15
H (5.07, -8.39, 4.85)  0.16
H (6.74, -7.02, 7.03)  0.12
H (5.69, -8.45, 7.05)  0.12
H (5.08, -5.72, 7.59)  0.13
H (3.89, -7.02, 7.62)  0.13
H (3.70, -5.03, 5.56)  0.14
H (3.29, -6.79, 5.43)  0.13
H (7.19, -5.52, 4.51)  0.12
H (6.42, -5.04, 5.98)  0.10
H (5.95, -4.27, 4.45)  0.07
C (7.12, 2.11, 4.85)  -0.11
C (6.49, 2.46, 3.54)  -0.25
C (7.09, 1.83, 2.26)  -0.19
C (7.13, 0.31, 2.30)  -0.11
N (7.29, -0.32, 0.90)  -0.27
C (6.02, 0.08, 0.22)  -0.10
C (5.54, -1.19, -0.57)  -0.08
C (6.64, -2.33, -0.24)  -0.08
C (7.27, -1.79, 1.10)  -0.10
C (8.53, 0.15, 0.14)  0.06
H (8.13, 2.51, 4.94)  0.08
H (7.28, 1.03, 5.06)  0.07
H (6.64, 2.53, 5.77)  0.10
H (6.60, 3.51, 3.36)  0.11
H (5.40, 2.29, 3.56)  0.11
H (8.11, 2.29, 2.13)  0.14
H (6.55, 2.22, 1.47)  0.08
H (6.14, -0.07, 2.55)  0.09
H (7.95, -0.08, 2.94)  0.16
H (6.17, 0.93, -0.47)  0.14
H (5.19, 0.34, 0.99)  0.16
H (5.56, -0.98, -1.64)  0.11
H (4.59, -1.49, -0.24)  0.08
H (7.38, -2.47, -0.97)  0.08
H (6.27, -3.36, -0.08)  0.11
H (8.28, -2.10, 1.16)  0.12
H (6.67, -2.03, 1.95)  0.11
H (8.38, 1.21, 0.06)  0.08
H (8.60, -0.26, -0.87)  0.12
H (9.46, 0.03, 0.75)  0.13
C (0.71, 0.52, 9.62)  -0.11
C (0.37, 0.36, 8.14)  -0.27
C (0.65, -1.04, 7.60)  -0.19
C (0.18, -1.16, 6.17)  -0.13
N (-0.61, -2.39, 5.80)  -0.28
C (-0.96, -2.28, 4.35)  -0.11
C (-2.20, -3.13, 4.05)  -0.10
C (-2.77, -3.42, 5.50)  -0.11
C (-1.94, -2.50, 6.43)  -0.10
C (0.26, -3.57, 6.07)  0.02
H (0.19, -0.07, 10.43)  0.10
H (0.54, 1.58, 9.87)  0.08
H (1.78, 0.37, 9.75)  0.07
H (0.85, 1.13, 7.56)  0.12
H (-0.69, 0.48, 8.07)  0.10
H (0.17, -1.80, 8.22)  0.11
H (1.74, -1.31, 7.58)  0.14
H (0.98, -1.19, 5.42)  0.11
H (-0.47, -0.24, 6.00)  0.15
H (-0.09, -2.50, 3.75)  0.10
H (-1.17, -1.19, 4.21)  0.15
H (-1.97, -4.10, 3.60)  0.11
H (-2.90, -2.62, 3.40)  0.10
H (-2.75, -4.48, 5.74)  0.11
H (-3.87, -3.23, 5.69)  0.14
H (-1.90, -2.80, 7.42)  0.11
H (-2.38, -1.49, 6.30)  0.15
H (1.26, -3.36, 5.67)  0.09
H (-0.21, -4.41, 5.63)  0.09
H (0.21, -3.94, 7.14)  0.14
C (-9.09, 1.56, -0.26)  -0.01
N (-9.78, 0.76, -1.27)  -0.37
C (-10.23, -0.50, -0.65)  0.01
C (-10.90, 1.58, -1.73)  -0.02
C (-8.84, 0.48, -2.54)  -0.04
C (-7.43, -0.03, -2.25)  -0.34
O (-7.60, -1.14, -1.52)  -0.12
H (-8.44, 1.02, 0.42)  0.12
H (-9.87, 2.08, 0.31)  0.11
H (-8.62, 2.37, -0.80)  0.11
H (-10.68, -1.06, -1.46)  0.11
H (-10.96, -0.38, 0.16)  0.12
H (-9.34, -0.98, -0.28)  0.09
H (-10.68, 2.65, -1.78)  0.12
H (-11.63, 1.41, -0.98)  0.10
H (-11.23, 1.31, -2.73)  0.11
H (-8.89, 1.48, -3.07)  0.15
H (-9.52, -0.23, -3.04)  0.13
H (-6.96, 0.87, -1.79)  0.12
H (-6.84, -0.14, -3.13)  0.11
H (-6.59, -1.63, -1.56)  0.11
C (-1.56, 9.24, -9.95)  0.04
N (-1.09, 8.24, -8.84)  -0.33
C (-1.99, 8.54, -7.67)  -0.01
C (-1.20, 6.79, -9.32)  0.03
C (0.32, 8.55, -8.44)  -0.15
C (1.02, 7.56, -7.58)  -0.34
O (0.21, 6.84, -6.70)  -0.29
H (-1.55, 10.22, -9.46)  0.11
H (-2.54, 8.94, -10.31)  0.10
H (-0.80, 9.16, -10.67)  0.08
H (-3.00, 8.58, -8.06)  0.10
H (-1.76, 9.59, -7.32)  0.12
H (-1.70, 7.86, -6.88)  0.07
H (-0.51, 6.63, -10.11)  0.09
H (-2.20, 6.77, -9.86)  0.12
H (-1.02, 6.03, -8.57)  0.10
H (0.54, 9.59, -8.12)  0.15
H (0.88, 8.52, -9.41)  0.13
H (1.70, 8.15, -7.01)  0.08
H (1.59, 6.89, -8.28)  0.12
H (0.51, 6.99, -5.37)  -0.03
C (-1.89, 7.85, -2.23)  -0.02
N (-2.48, 6.51, -2.36)  -0.38
C (-1.29, 5.59, -2.51)  0.03
C (-3.31, 6.20, -1.18)  0.02
C (-3.27, 6.53, -3.62)  -0.12
C (-4.30, 7.63, -3.81)  -0.26
O (-5.34, 7.45, -2.90)  -0.03
H (-1.26, 7.90, -1.35)  0.12
H (-2.67, 8.69, -2.21)  0.13
H (-1.25, 8.09, -3.13)  0.12
H (-0.80, 5.51, -1.53)  0.10
H (-0.62, 6.16, -3.16)  0.07
H (-1.74, 4.64, -2.89)  0.13
H (-4.03, 6.98, -0.97)  0.11
H (-2.67, 5.99, -0.36)  0.10
H (-3.77, 5.27, -1.48)  0.11
H (-3.87, 5.59, -3.67)  0.15
H (-2.50, 6.50, -4.47)  0.17
H (-4.62, 7.61, -4.85)  0.13
H (-3.79, 8.67, -3.80)  0.14
H (-5.99, 8.11, -3.08)  0.10
C (-4.38, -3.62, -4.47)  0.02
N (-5.44, -4.34, -5.31)  -0.35
C (-6.74, -3.95, -4.75)  0.03
C (-5.24, -3.96, -6.73)  0.01
C (-5.23, -5.79, -5.23)  -0.15
C (-5.33, -6.46, -3.90)  -0.25
O (-6.64, -6.58, -3.42)  -0.04
H (-3.35, -3.98, -4.76)  0.12
H (-4.58, -3.84, -3.46)  0.04
H (-4.46, -2.55, -4.68)  0.12
H (-7.48, -4.22, -5.47)  0.12
H (-6.76, -2.89, -4.53)  0.12
H (-6.87, -4.49, -3.87)  0.08
H (-4.28, -4.47, -7.09)  0.14
H (-5.11, -2.91, -6.78)  0.09
H (-6.04, -4.22, -7.38)  0.10
H (-4.27, -6.08, -5.74)  0.16
H (-6.02, -6.37, -5.79)  0.17
H (-4.64, -5.98, -3.09)  0.15
H (-4.94, -7.50, -4.07)  0.15
H (-6.67, -7.42, -2.98)  0.10
C (1.76, 7.20, -3.81)  -0.32
O (1.76, 6.85, -2.45)  -0.08
O (0.50, 7.24, -4.39)  -0.06
C (2.36, 8.65, -3.85)  -0.53
F (1.81, 9.49, -2.95)  0.15
F (3.65, 8.73, -3.55)  0.17
F (2.14, 9.12, -5.13)  0.11
C (2.29, 5.57, -2.12)  -0.28
C (2.31, 5.41, -0.64)  -0.07
H (1.30, 5.09, -0.26)  0.08
H (3.01, 4.56, -0.48)  0.08
H (2.72, 6.33, -0.17)  0.10
H (3.28, 5.40, -2.48)  0.11
H (1.69, 4.79, -2.59)  0.12
H (2.48, 6.65, -4.47)  0.19
C (-4.42, -2.75, -0.90)  -0.44
O (-3.92, -4.08, -1.12)  -0.11
O (-5.26, -2.33, -1.86)  -0.17
C (-5.07, -2.60, 0.51)  -0.55
F (-5.23, -1.29, 0.86)  0.11
F (-6.34, -3.09, 0.52)  0.13
F (-4.42, -3.23, 1.47)  0.15
C (-2.55, -4.27, -0.78)  -0.25
C (-1.65, -3.85, -1.93)  -0.06
H (-1.60, -2.77, -2.07)  0.08
H (-0.64, -4.10, -1.56)  0.08
H (-1.79, -4.35, -2.86)  0.05
H (-2.54, -5.32, -0.61)  0.11
H (-2.27, -3.70, 0.10)  0.11
H (-3.55, -2.07, -0.79)  0.14
C (3.07, -2.52, 2.77)  -0.47
O (4.20, -1.59, 2.93)  -0.14
O (2.55, -3.02, 3.93)  -0.19
C (2.03, -1.77, 2.10)  -0.52
F (1.25, -1.08, 3.00)  0.09
F (2.53, -0.83, 1.18)  0.07
F (1.21, -2.52, 1.35)  0.13
C (4.44, -1.04, 4.30)  -0.22
C (5.36, -1.87, 5.06)  -0.09
H (5.81, -1.31, 5.97)  0.13
H (4.96, -2.75, 5.52)  0.04
H (6.16, -2.21, 4.47)  0.04
H (3.47, -0.89, 4.79)  0.11
H (4.82, -0.04, 4.06)  0.09
H (3.35, -3.29, 2.03)  0.14

## Properties
- energy (Eh) = -4361.41704
- HOMO level (eV) = -13.393
- charge = +4